# C29H51EuNO2SSi2

C29H51EuNO2SSi2 as an isolated structure (ωB97M-V/def2-TZVPD, OMol25).

The geometry in XYZ format:
```
87
Properties=species:S:1:pos:R:3
O -0.6739 -1.8242 -0.6570
O -2.2832 -0.8185 -3.1368
C 0.2575 -2.8342 -1.1600
C 0.6911 -3.7975 -0.0774
H 1.0879 -2.2498 -1.5685
H -0.2333 -3.3369 -2.0051
H 1.1399 -3.2740 0.7763
H 1.4386 -4.4839 -0.4765
H -0.1585 -4.3853 0.2785
C -1.8218 -2.3070 0.1162
C -2.7338 -3.2037 -0.6943
H -2.3534 -1.4017 0.4591
H -1.4385 -2.8360 1.0099
H -3.0460 -2.7123 -1.6281
H -3.6273 -3.4226 -0.1037
H -2.2635 -4.1666 -0.9222
C -3.3358 0.1456 -3.3527
C -2.0904 -1.7119 -4.2574
C -4.5687 -0.1555 -2.5207
H -3.6130 0.1777 -4.4212
H -2.9033 1.1192 -3.0778
H -5.0256 -1.1122 -2.8097
H -5.3091 0.6309 -2.7008
H -4.3377 -0.1743 -1.4473
C -3.3026 -2.5685 -4.5443
H -1.2188 -2.3299 -3.9838
H -1.8209 -1.1166 -5.1487
H -3.6645 -3.0854 -3.6514
H -3.0345 -3.3226 -5.2861
H -4.1181 -1.9668 -4.9599
H -0.7076 -0.2120 -1.8317
Eu 0.1146 0.0790 0.8594
C -0.1393 0.7734 -1.7821
Si 0.5281 1.3079 -3.4718
H -0.8212 1.5373 -1.3700
H 0.7996 0.6965 -1.1765
C 1.2788 -0.2041 -4.2897
C 1.8788 2.5633 -3.0923
C -0.6604 2.0704 -4.7102
C 2.5741 -0.2772 0.6445
Si 3.6691 0.8243 1.6696
H 2.8773 -0.3511 -0.4179
H 2.5000 -1.3204 1.0192
C 4.3048 2.2256 0.5798
C 5.1501 -0.0409 2.4543
C 2.7642 1.6743 3.0925
H -0.0913 2.4122 -5.5879
H -1.1820 2.9454 -4.3005
H -1.4176 1.3653 -5.0763
H 2.1530 -0.5496 -3.7203
H 1.6094 0.0571 -5.3037
H 0.5612 -1.0341 -4.3670
H 2.4316 2.3071 -2.1760
H 1.4513 3.5694 -2.9706
H 2.5931 2.5987 -3.9280
H 5.5354 -0.8488 1.8178
H 4.9032 -0.4690 3.4363
H 5.9691 0.6804 2.6059
H 2.5308 0.9786 3.9078
H 1.8283 2.1648 2.7891
H 3.4332 2.4528 3.4927
H 5.1660 2.7285 1.0466
H 3.5222 2.9794 0.4147
H 4.6283 1.8409 -0.3957
S -0.6601 1.4752 5.5898
C 0.0442 -0.1188 5.7486
C 0.5077 -0.7192 6.9078
C 1.1032 -1.9840 6.8191
C 1.2219 -2.6219 5.5736
C 0.7289 -2.0291 4.4013
C 0.1551 -0.7497 4.4875
N -0.2471 0.0739 3.4214
C -0.6377 1.2907 3.8346
C -0.9463 2.4177 2.9594
C -1.5379 3.5993 3.4953
C -1.8328 4.6781 2.6698
C -1.5327 4.6051 1.3029
C -0.9284 3.4376 0.7665
C -0.6502 2.3746 1.5887
H 0.4040 -0.1774 7.8454
H 1.4681 -2.4808 7.7204
H 1.7080 -3.5995 5.5281
H 0.7735 -2.5284 3.4313
H -1.7776 3.6400 4.5580
H -2.2900 5.5771 3.0885
H -1.7651 5.4433 0.6511
H -0.6837 3.3952 -0.2996
```

Calculated values
Spin multiplicity: 7
Orbital gap (alpha / beta): 3.6 / 5.1 eV
Total charge: +1

=====

# C29H51IrNOP2Si4

C29H51IrNOP2Si4 as an isolated structure (ωB97M-V/def2-TZVPD, OMol25).

The geometry in XYZ format:
```
89
Properties=species:S:1:pos:R:3
C 1.0040 -4.9104 2.2438
C 0.7785 -3.9853 1.2264
C -0.5354 -3.4867 1.1098
C -1.5545 -3.7189 2.0291
C -1.2764 -4.6326 3.0568
C -0.0088 -5.2122 3.1584
C -2.8422 -3.0019 1.7083
C -3.1678 -3.3811 0.2879
C -2.1025 -3.1375 -0.6113
C -2.2982 -3.0748 -2.0066
C -3.5835 -3.3717 -2.4815
C -4.6387 -3.6433 -1.6121
C -4.4497 -3.6334 -0.2216
H 2.0034 -5.3808 2.2939
H -2.0345 -4.8595 3.8016
H 0.2300 -5.9322 3.9539
H -3.6385 -3.3099 2.3939
H -3.7174 -3.3742 -3.5843
H -5.6396 -3.7814 -2.0371
H -5.2928 -3.7336 0.4577
N -0.9118 -2.6819 0.0097
Ir -0.2040 -0.8086 -0.0304
C 1.8451 -3.4228 0.3143
H 1.7093 -3.6985 -0.7379
H 2.8333 -3.7967 0.6144
C -1.1444 -2.6469 -2.8658
H -0.2646 -3.3127 -2.8140
H -1.4671 -2.5807 -3.9157
P 1.8067 -1.5998 0.4798
P -0.5269 -0.9554 -2.3204
C -1.8833 0.1039 -2.9866
H -1.7712 1.1229 -2.5926
H -1.8686 0.1118 -4.0904
H -2.8368 -0.3136 -2.6284
C 1.0467 -0.8159 -3.2748
H 0.8689 -0.6319 -4.3415
H 1.6345 -0.0026 -2.8446
H 1.5916 -1.7557 -3.1564
C 2.0801 -1.4296 2.2503
H 3.0893 -1.7599 2.5055
H 1.9290 -0.4084 2.6029
H 1.3730 -2.0712 2.7756
C 3.2406 -1.0760 -0.4646
H 3.3015 0.0056 -0.5268
H 4.1574 -1.4376 0.0013
H 3.2019 -1.4683 -1.4796
C -2.2549 -0.7526 0.8469
O -2.9075 -0.1292 0.0637
H -2.8748 -1.8307 1.6266
C 1.1497 1.8571 3.4250
Si 1.9722 2.2530 1.7515
C 2.4345 4.0987 1.7672
C 3.7091 1.4999 1.6722
Si 0.3895 1.4007 0.0675
Si -1.3604 2.9395 0.7499
C -0.9064 4.7350 1.1968
C -2.5350 3.0984 -0.7131
C -2.2307 2.3023 2.2898
Si 1.2759 2.7221 -1.7492
C 1.3376 4.6079 -1.5126
C 3.0590 2.1828 -2.0870
C 0.2815 2.5944 -3.3485
H 1.9336 1.6806 4.1665
H 0.4959 0.9838 3.3974
H 0.5579 2.7108 3.7629
H 3.0043 4.2733 2.6959
H 3.1014 4.3481 0.9286
H 1.5878 4.7935 1.7626
H 3.7578 0.4286 1.8899
H 4.1964 1.6704 0.7044
H 4.3206 2.0125 2.4307
H -0.1885 5.1985 0.5146
H -1.8369 5.3203 1.1512
H -0.5193 4.8027 2.2206
H -3.0342 2.1469 -0.9253
H -3.3010 3.8339 -0.4395
H -2.0433 3.4643 -1.6187
H -2.6782 1.3141 2.1299
H -1.5651 2.2384 3.1573
H -3.0429 2.9996 2.5394
H 1.8703 4.9374 -0.6144
H 1.8724 5.0174 -2.3856
H 0.3331 5.0525 -1.5111
H 3.1883 1.1198 -2.3117
H 3.4002 2.7424 -2.9700
H 3.7285 2.4469 -1.2597
H 0.2726 1.5909 -3.7868
H -0.7581 2.9214 -3.2348
H 0.7417 3.2637 -4.0914
```

Calculated values
Spin multiplicity: 5
Orbital gap (alpha / beta): 6.5 / 4.8 eV
Total charge: +1

=====

# C29H51N2O7

A 3-piece molecular cluster, C29H51N2O7 overall (ωB97M-V/def2-TZVPD, OMol25).

The geometry in XYZ format:
```
89
Properties=species:S:1:pos:R:3
C 6.6741 1.5346 0.0350
C 5.4196 2.2034 -0.3023
C 5.2516 3.8122 -0.1300
C 5.7589 4.4878 -1.4940
O 6.9304 4.1454 -1.8963
O 4.9773 5.3718 -2.2226
O 6.2082 4.0550 0.9766
C 5.4462 3.7351 2.1698
O 5.9602 3.6281 3.3173
O 4.0449 3.5632 1.8176
C 3.9570 4.3685 0.6088
C 2.5736 4.5140 -0.1747
C 1.5233 5.2751 0.8111
C 1.9973 3.1543 -0.7968
C 1.5289 2.0786 0.3132
C -0.0121 1.6220 0.1793
H 7.0936 1.6656 1.0878
H 7.2947 0.9333 -0.7058
H 4.5667 1.5326 -0.6664
H 4.2147 5.4213 1.0074
H 2.7296 5.2471 -1.0572
H 0.6111 5.5441 0.1763
H 2.0452 6.2662 1.0968
H 1.2859 4.6887 1.7599
H 2.7298 2.6846 -1.5599
H 1.0625 3.4378 -1.4233
H 2.2357 1.1724 0.2593
H 1.7348 2.5667 1.3433
H -0.1261 0.5781 0.6621
H -0.3621 1.5300 -0.9090
H -0.7303 2.3032 0.7784
C -6.1136 -0.6611 0.3324
C -4.5664 -0.7040 0.4416
C -4.1428 -2.0677 1.0303
C -4.4489 -2.1919 2.5218
C -3.8633 -1.0227 3.3073
C -4.2453 0.3596 2.7352
N -4.0604 0.4484 1.2556
O -2.7200 0.5651 1.0226
C -5.7131 0.6924 3.0884
C -3.4341 1.4412 3.4968
C -4.1004 -0.6100 -1.0343
H -6.4621 -1.1466 -0.5857
H -6.6201 -1.1933 1.1393
H -6.4869 0.3659 0.3049
H -3.0676 -2.2244 0.8794
H -4.6446 -2.8805 0.4940
H -5.5281 -2.2534 2.6920
H -4.0320 -3.1308 2.9017
H -4.1792 -1.0983 4.3522
H -2.7700 -1.1318 3.3141
H -6.0298 1.6209 2.6032
H -5.8333 0.8358 4.1665
H -6.4175 -0.0910 2.8207
H -2.3550 1.2742 3.4437
H -3.6915 1.4421 4.5605
H -3.6453 2.4414 3.1051
H -4.4320 0.3313 -1.4855
H -4.5197 -1.4323 -1.6241
H -3.0160 -0.6783 -1.1501
C 1.3998 -3.4918 -3.9430
C 0.3600 -2.7725 -3.0439
C 0.9543 -1.4315 -2.5644
C 2.0392 -1.6072 -1.5057
C 1.5467 -2.4619 -0.3432
C 0.9236 -3.8036 -0.7829
N -0.0523 -3.6501 -1.9032
O -1.1946 -3.1256 -1.3754
C 2.0339 -4.7938 -1.2031
C 0.2908 -4.4764 0.4641
C -0.8223 -2.4997 -4.0092
H 1.3575 -3.1241 -4.9741
H 2.4317 -3.3263 -3.6298
H 1.2178 -4.5688 -3.9867
H 0.1618 -0.7961 -2.1498
H 1.3705 -0.8794 -3.4142
H 2.9387 -2.0521 -1.9417
H 2.3430 -0.6243 -1.1310
H 2.3757 -2.6394 0.3484
H 0.8059 -1.8758 0.2184
H 1.6023 -5.7120 -1.6144
H 2.6458 -5.0833 -0.3435
H 2.7315 -4.3878 -1.9309
H -0.4465 -3.8384 0.9587
H 1.0553 -4.6990 1.2147
H -0.1963 -5.4204 0.1987
H -1.2291 -3.4395 -4.3978
H -0.4916 -1.8973 -4.8622
H -1.6389 -1.9426 -3.5436
```

Calculated values
Spin multiplicity: 3
Orbital gap (alpha / beta): 6.7 / 5.9 eV
Total charge: -1

=====

# C29H52F2N7O12P3

A 3-piece molecular cluster, C29H52F2N7O12P3 overall (ωB97M-V/def2-TZVPD, OMol25).

The geometry in XYZ format:
```
105
Properties=species:S:1:pos:R:3
C -2.9252 -2.4654 4.0880
O -3.0525 -1.4408 5.0805
C -4.3923 -0.9163 5.1498
C -4.4270 0.6836 5.0761
C -4.6888 1.2197 3.5985
C -3.3076 1.6787 2.8902
C -2.8767 0.6170 1.8116
C -3.7215 0.2330 0.6451
P -5.3305 1.1987 0.4060
N -5.3025 2.6651 0.9784
O -6.6411 0.4414 1.0959
O -5.5598 1.4622 -1.2661
C -3.2784 -0.8784 -0.3471
N -4.1020 -1.3547 -1.4534
C -4.0106 -2.8372 -1.6556
O -4.2787 -3.2231 -2.7538
F -3.6703 -3.7023 -0.6502
C -5.5537 -1.4559 -1.0910
O -5.9132 -1.9957 -0.0837
F -6.5360 -1.0151 -1.9344
C -1.9085 -1.4095 -0.1575
C -1.1623 -2.3787 -1.1168
C -0.0469 -1.4950 -1.8631
N -0.0809 -0.2123 -1.7945
C -1.0463 -0.9971 1.0360
N 0.2116 -1.5990 1.1393
C 0.9260 -1.2482 2.2277
C 0.4039 -0.2941 3.2374
P 1.5258 0.0841 4.7152
P 1.5101 2.2760 4.9348
O 2.2429 2.9197 3.8047
O -0.0726 2.8672 4.9854
O 2.2370 2.7661 6.3580
N -0.7894 0.3567 3.1846
C -1.5066 -0.0239 2.0546
H -3.3040 -2.1222 3.0729
H -1.8214 -2.6905 3.9534
H -3.4093 -3.4459 4.3759
H -4.8870 -1.2421 6.1212
H -4.9849 -1.3899 4.3140
H -5.2360 1.0142 5.7911
H -3.4465 1.0216 5.5148
H -5.0122 0.3043 3.0059
H -5.4904 2.0009 3.5292
H -3.3921 2.7220 2.4546
H -2.5960 1.7818 3.7466
H -5.4190 3.3763 0.2569
H -6.7394 0.7253 2.0290
H -4.8604 2.1074 -1.5047
H -0.5917 -3.1897 -0.5664
H -1.7026 -2.8658 -1.9572
H 0.7682 -2.0869 -2.3935
H 0.7368 0.1290 -2.3174
H 1.9337 -1.7182 2.3930
H 0.9166 -0.4138 5.9163
H -0.6266 2.2844 5.5458
H 1.8518 2.3191 7.1375
C 3.3866 8.0844 -1.9845
O 4.4245 7.3954 -1.3093
C 4.5569 7.7651 0.0631
C 4.1018 6.6349 0.9801
N 2.6531 6.4534 0.9201
C 2.1842 5.2145 1.5531
C 2.6775 3.8827 0.9771
O 2.1877 3.5941 -0.3308
C 2.9135 4.2046 -1.3837
H 3.4924 7.8867 -3.0522
H 2.4036 7.7213 -1.6704
H 3.4529 9.1636 -1.8221
H 4.0331 8.7015 0.2888
H 5.6237 7.9372 0.2366
H 4.3882 6.8701 2.0103
H 4.6327 5.7275 0.6744
H 2.3602 6.4420 -0.0486
H 1.0921 5.2248 1.4794
H 2.4277 5.2528 2.6185
H 2.2820 3.0947 1.6181
H 3.7677 3.7807 1.0181
H 3.9781 4.2997 -1.1567
H 2.4826 5.1782 -1.6253
H 2.8066 3.5766 -2.2724
C 3.6012 -3.0435 -3.6456
O 2.2956 -3.5827 -3.7813
C 1.8387 -3.6324 -5.1338
C 1.7761 -5.0706 -5.6362
N 3.1151 -5.6289 -5.8150
C 3.1293 -7.0798 -6.0228
C 2.5799 -7.9721 -4.9023
O 3.3638 -7.9715 -3.7171
C 3.1113 -6.8866 -2.8393
H 3.7806 -2.8627 -2.5847
H 4.3572 -3.7502 -3.9989
H 3.6991 -2.0960 -4.1819
H 2.4429 -3.0007 -5.7951
H 0.8221 -3.2267 -5.1334
H 1.2501 -5.0935 -6.5960
H 1.1939 -5.6486 -4.9112
H 3.6724 -5.4234 -4.9954
H 4.1750 -7.3577 -6.1868
H 2.5947 -7.3042 -6.9516
H 2.6097 -9.0015 -5.2721
H 1.5279 -7.7676 -4.6753
H 2.0663 -6.5680 -2.8592
H 3.7738 -6.0507 -3.0713
H 3.3509 -7.2146 -1.8248
```

Calculated values
Orbital gap: 6.6 eV
Total charge: 0

=====

# C29H52IN8O3P

C29H52IN8O3P as an isolated structure (ωB97M-V/def2-TZVPD, OMol25).

The geometry in XYZ format:
```
94
Properties=species:S:1:pos:R:3
O -1.1161 -0.1637 -2.2428
P -0.2186 -1.4321 -2.2294
N 1.4294 -0.8282 -1.9851
C 1.8162 -0.8147 -0.5469
O 2.4618 0.1710 -0.1261
O 1.4919 -1.8213 0.4084
I 2.0986 -3.6541 -0.1876
H -0.3792 -2.0923 -3.5050
H -0.6025 -2.2728 -1.1383
H 2.1284 -1.2792 -2.5884
C 1.2884 0.8062 3.0475
C -0.2312 0.8297 2.9223
C -0.8593 2.0952 3.5136
C -0.5373 2.1879 4.9746
N -0.2841 2.2604 6.1148
H 1.6066 0.8090 4.0937
H 1.6930 -0.0985 2.5882
H 1.7365 1.6707 2.5486
H -0.6415 -0.0548 3.4206
H -0.5020 0.7578 1.8647
H -1.9449 2.0709 3.3884
H -0.4799 2.9863 3.0062
C -4.4593 -4.5937 -4.2880
C -3.0233 -5.0823 -4.1285
C -2.3172 -4.4695 -2.9165
C -2.2609 -2.9797 -3.0606
N -2.2150 -1.8055 -3.1757
H -4.5015 -3.5151 -4.4607
H -4.9317 -5.0777 -5.1460
H -5.0528 -4.8236 -3.3980
H -2.4654 -4.8472 -5.0405
H -3.0272 -6.1712 -4.0258
H -1.2979 -4.8597 -2.8372
H -2.8486 -4.7203 -1.9942
C 5.2240 -1.3999 1.6019
C 6.3983 -1.9950 2.3726
C 7.1496 -3.0680 1.5794
C 6.2235 -4.1993 1.2485
N 5.4995 -5.0806 0.9892
H 4.4671 -2.1550 1.3745
H 4.7367 -0.6213 2.1932
H 5.5585 -0.9530 0.6605
H 6.0277 -2.4195 3.3110
H 7.0944 -1.1931 2.6352
H 7.9870 -3.4527 2.1667
H 7.5499 -2.6501 0.6517
C -2.7218 2.0702 0.0204
C -4.2434 2.1132 -0.0596
C -4.8328 3.4006 0.5212
C -4.4642 3.5207 1.9696
N -4.1751 3.6145 3.0998
H -2.3722 2.0921 1.0561
H -2.3432 1.1491 -0.4304
H -2.2769 2.9169 -0.5115
H -4.6512 1.2467 0.4707
H -4.5476 2.0215 -1.1063
H -5.9219 3.3909 0.4297
H -4.4553 4.2736 -0.0180
C -4.5557 3.6305 -5.1108
C -3.3564 3.0660 -4.3562
C -2.6249 1.9700 -5.1340
C -3.5541 0.8240 -5.3984
N -4.2872 -0.0729 -5.6116
H -5.3157 2.8656 -5.2898
H -5.0284 4.4275 -4.5312
H -4.2515 4.0463 -6.0761
H -3.6965 2.6720 -3.3931
H -2.6564 3.8788 -4.1419
H -1.7683 1.6085 -4.5582
H -2.2543 2.3575 -6.0871
C 0.6837 -0.5641 7.0660
C 0.1152 -1.8603 7.6335
C 1.1970 -2.8947 7.9552
C 1.9474 -3.2542 6.7075
N 2.5330 -3.5339 5.7337
H 1.1971 -0.7314 6.1151
H -0.1167 0.1514 6.8793
H 1.3919 -0.1078 7.7644
H -0.5966 -2.2798 6.9153
H -0.4443 -1.6338 8.5457
H 0.7424 -3.7978 8.3703
H 1.8994 -2.4987 8.6936
C 2.4345 3.9571 -4.3224
C 2.9387 4.0929 -2.8898
C 3.5763 2.8075 -2.3586
C 2.5667 1.6982 -2.3660
N 1.7678 0.8143 -2.3748
H 1.6459 3.2045 -4.4019
H 2.0144 4.9048 -4.6688
H 3.2474 3.6774 -4.9996
H 2.1032 4.3853 -2.2460
H 3.6756 4.9006 -2.8472
H 3.9334 2.9593 -1.3358
H 4.4316 2.5187 -2.9767
```

Calculated values
Orbital gap: 5.6 eV
Total charge: 0

=====

| no. | M (g mol⁻¹) |
| --- | --- |
| 1 | 685.9 |
| 2 | 796.2 |
| 3 | 539.7 |
| 4 | 821.7 |
| 5 | 718.7 |